(1)
ORCA calculation (ωB97M-V/def2-TZVPD) on a structure of composition C32H56AsF6HfN8 at a distorted geometry.

total charge = +2
multiplicity = 2
lowest unoccupied orbital energy (alpha / beta) = -9.6 / -9.5 eV
⟨S²⟩ = 0.75

The geometry in XYZ format:
```
104
Properties=species:S:1:pos:R:3:lowdin_charge:R:1
Hf -3.12670 -1.89849 -2.51716 1.8741
As -0.18623 -0.43768 -0.01360 0.9562
F 1.24562 0.00683 1.01541 -0.2496
F -0.31387 -1.94775 0.83632 -0.2369
F -1.59553 -1.02911 -1.03025 -0.4665
F -0.23374 1.09684 -0.91428 -0.2560
F 0.89434 -1.12617 -1.21970 -0.2443
F -1.37277 0.37619 1.15412 -0.2847
C -6.92440 2.49205 2.44556 -0.0800
C -5.77852 1.61710 1.84634 -0.1923
C -5.83133 1.59374 0.23547 -0.1278
C -4.88952 0.60174 -0.37299 -0.0911
N -4.17095 -0.20043 -0.83683 0.0709
H -6.93592 3.55357 2.19830 0.0816
H -6.89026 2.48643 3.53501 0.0783
H -7.92055 2.07363 2.30168 0.0775
H -5.76313 0.56750 2.13995 0.0893
H -4.77163 1.97687 2.05809 0.1037
H -5.62501 2.59329 -0.14719 0.1219
H -6.84117 1.36132 -0.10263 0.1255
C -3.75946 -1.81597 3.81647 -0.0967
C -2.59098 -2.61720 3.35798 -0.2623
C -3.02626 -3.66754 2.39545 -0.1470
C -3.16890 -3.16093 1.00102 -0.0762
N -3.32006 -2.77835 -0.10542 0.0657
H -4.23278 -1.23547 3.02458 0.0587
H -3.52876 -0.98375 4.48152 0.0932
H -4.50257 -2.43147 4.32348 0.0931
H -2.10029 -3.02234 4.24295 0.1300
H -1.77602 -2.00990 2.96411 0.1009
H -4.00779 -4.03496 2.69494 0.1343
H -2.53091 -4.63754 2.35267 0.1392
C 1.11663 -6.85932 -2.44319 -0.0899
C 1.87337 -5.57794 -2.80568 -0.2319
C 1.49292 -4.45635 -1.85177 -0.1520
C 0.11298 -3.88864 -1.93434 -0.0945
N -0.96420 -3.40936 -2.08731 0.0742
H 0.04317 -6.72051 -2.57171 0.0663
H 1.20675 -7.13400 -1.39222 0.0840
H 1.45590 -7.69864 -3.05026 0.0851
H 1.95991 -5.39710 -3.87708 0.1203
H 2.94424 -5.68577 -2.63332 0.1208
H 2.12712 -3.58651 -2.02286 0.1281
H 1.72684 -4.63959 -0.80306 0.1295
C 2.11543 1.02121 -3.41147 -0.0978
C 2.34525 1.53287 -4.85367 -0.2941
C 2.61946 2.96689 -4.97179 -0.2064
C 2.76679 3.51166 -6.36956 -0.1825
N 2.81109 3.92092 -7.44502 0.1493
H 1.36935 1.45209 -2.74379 0.0411
H 3.09051 0.95086 -2.92941 0.0790
H 1.92393 -0.05129 -3.44553 0.0594
H 1.49287 1.25829 -5.47508 0.1026
H 3.10038 0.88394 -5.29725 0.1227
H 3.51390 3.06265 -4.35623 0.1270
H 1.85508 3.53043 -4.43678 0.1043
C 2.49637 -3.23222 5.13021 -0.0952
C 2.40687 -2.24098 3.94004 -0.2271
C 2.12729 -2.99833 2.63204 -0.2057
C 2.95101 -4.19035 2.28984 -0.2261
N 3.63543 -5.09029 1.98210 0.1322
H 1.61358 -3.87147 5.14280 0.0711
H 2.53685 -2.63482 6.04102 0.0759
H 3.39695 -3.84618 5.14060 0.0766
H 3.22965 -1.52604 3.94177 0.0864
H 1.52066 -1.64122 4.14746 0.1015
H 2.26924 -2.33566 1.77833 0.0815
H 1.12183 -3.41376 2.56458 0.0955
C -2.76980 4.73017 -3.16679 -0.1165
C -1.81229 4.00660 -4.06886 -0.2165
C -1.06902 2.85212 -3.36495 -0.1238
C -1.76445 1.52091 -3.13794 -0.1136
N -2.26836 0.53148 -2.93685 0.0862
H -3.30396 5.48683 -3.74145 0.0857
H -2.29411 5.40519 -2.45534 0.0781
H -3.53060 4.18766 -2.60556 0.0699
H -1.12201 4.79071 -4.37997 0.1272
H -2.38544 3.59881 -4.90151 0.1188
H -0.57105 3.09920 -2.42736 0.1130
H -0.22797 2.48698 -3.95437 0.0906
C 0.88941 5.83731 1.22066 -0.1029
C 0.34248 4.50043 0.70532 -0.2486
C -1.03893 4.01147 1.21501 -0.1946
C -1.07126 3.80816 2.67370 -0.2198
N -1.08501 3.76355 3.85096 0.1447
H 1.08328 5.91352 2.29057 0.0755
H 0.20187 6.67039 1.07454 0.0759
H 1.83754 6.06278 0.73248 0.0760
H 1.07628 3.71917 0.90350 0.1101
H 0.19480 4.71457 -0.35318 0.0872
H -1.20317 3.01459 0.80593 0.0730
H -1.82819 4.68997 0.89129 0.1140
C 4.36030 0.18049 0.80814 -0.1461
C 5.88205 0.01880 0.75265 -0.2243
C 6.26670 -1.23951 1.67910 -0.1398
C 6.08082 -0.96323 3.14892 -0.2352
N 5.96195 -0.84395 4.24812 0.1542
H 3.86890 0.27730 1.77626 0.0705
H 3.94484 -0.56794 0.13334 0.0571
H 4.07942 1.08567 0.26977 0.0623
H 6.27281 0.97321 1.10551 0.1064
H 6.18360 -0.18323 -0.27514 0.1031
H 7.33080 -1.41912 1.52571 0.1076
H 5.65828 -2.04815 1.27411 0.1004
```

(2)
ORCA calculation (ωB97M-V/def2-TZVPD) on a structure of composition C32H56Cl3F12N5O13 at a distorted geometry.

total charge = 0
lowest unoccupied orbital energy = 0.0 eV

The geometry in XYZ format:
```
121
Properties=species:S:1:pos:R:3:lowdin_charge:R:1
C 8.09235 17.02731 32.69892 -0.2718
O 7.35133 16.45764 33.54175 -0.0511
N 7.82964 17.08966 31.39202 -0.1647
C 8.70798 17.65908 30.37885 -0.0350
C 6.53262 16.66393 30.92681 -0.0573
H 9.02975 17.57284 32.88835 0.1439
H 8.19484 18.49822 29.90912 0.0939
H 9.04670 16.92938 29.64340 0.0933
H 9.62317 18.05580 30.81834 0.0876
H 5.90170 17.44980 30.51155 0.0716
H 6.62028 16.04400 30.03456 0.0883
H 5.90042 16.04434 31.56284 0.0618
C 0.10854 14.94534 29.36729 -0.3236
O 0.09221 15.67452 30.37681 -0.0339
N 0.45490 13.67184 29.48922 -0.1587
C 0.69534 12.74388 28.34255 -0.0365
C 0.78425 13.09118 30.81603 -0.0445
H -0.05547 15.26300 28.32594 0.1431
H 0.45031 11.75420 28.72801 0.0830
H 1.67428 12.81508 27.86850 0.0858
H -0.04281 12.84573 27.54704 0.0830
H 0.13913 12.27874 31.15047 0.0911
H 1.81958 12.75440 30.76347 0.0807
H 0.80292 13.71939 31.70659 0.0637
C -1.53753 19.71327 30.46243 -0.3066
O -2.27165 19.93030 29.48355 -0.0312
N -0.28331 19.22562 30.32654 -0.1609
C 0.47006 18.84185 31.54398 -0.0347
C 0.42586 19.09517 29.05072 -0.0304
H -1.98561 19.73306 31.46793 0.1292
H -0.22950 18.94802 32.37310 0.0709
H 1.24263 19.58914 31.72507 0.0848
H 0.88137 17.85439 31.33456 0.0543
H 1.32522 19.71064 29.02951 0.0650
H 0.84490 18.16500 28.66696 0.0677
H -0.25335 19.51349 28.30790 0.0895
C 1.81054 15.90896 34.22917 -0.3219
O 1.42529 16.35012 35.28699 0.0077
N 2.89404 15.12270 33.95427 -0.1559
C 3.23158 14.75890 32.57687 -0.0545
C 3.92172 14.78622 34.89912 -0.0369
H 1.17340 16.02974 33.33941 0.1313
H 3.38634 13.68558 32.46669 0.0881
H 4.17415 15.25285 32.34088 0.0587
H 2.57181 15.15942 31.80720 0.0721
H 4.34833 13.80537 34.68930 0.0842
H 4.71544 15.53155 34.84813 0.0783
H 3.57947 14.98511 35.91470 0.0943
C 1.21827 14.16823 38.16899 -0.2845
O 2.13055 13.68781 38.92302 -0.0518
N 0.02966 13.59228 37.87564 -0.1860
C -0.97196 14.16682 37.02592 -0.0651
C -0.28873 12.22676 38.33030 -0.0428
H 1.42406 15.08181 37.59002 0.1109
H -1.99112 13.86176 37.26330 0.0887
H -0.75503 13.85836 36.00323 0.0882
H -0.90238 15.25460 37.02559 0.0773
H -0.07136 11.47665 37.56993 0.0878
H 0.33104 11.91182 39.16983 0.0822
H -1.32187 12.12446 38.66237 0.0828
C 2.76938 21.57210 27.32197 -0.0821
C 3.57692 20.53226 26.63461 -0.2308
O 3.49415 19.20336 27.13198 0.0039
C 3.99081 18.90608 28.39139 -0.3308
O 4.47644 19.68780 29.15759 0.1596
C 3.60252 17.43287 28.85077 -0.5569
F 4.67706 16.71877 28.63080 0.1709
F 3.30288 17.45334 30.12886 0.1910
F 2.65553 16.86376 28.04109 0.1289
H 3.02576 22.53454 26.87917 0.0878
H 2.91936 21.66521 28.39759 0.0829
H 1.74392 21.43814 26.97761 0.0842
H 4.62381 20.80752 26.76249 0.1259
H 3.21986 20.59060 25.60641 0.1320
C 7.66793 8.16077 32.78579 -0.0451
C 6.48575 9.12884 33.12617 -0.2101
O 6.76161 10.41198 32.65210 0.0139
C 6.65428 11.54826 33.38336 -0.2615
O 6.30706 11.58921 34.60265 0.0703
C 7.05691 12.89026 32.73429 -0.5752
F 7.24850 12.76740 31.44132 0.1847
F 6.13436 13.85498 32.88232 0.1429
F 8.19742 13.25045 33.29245 0.1608
H 8.61963 8.61099 33.06807 0.0742
H 7.71474 8.21057 31.69794 0.0716
H 7.58438 7.14602 33.17492 0.0798
H 6.38041 9.29426 34.19838 0.1159
H 5.60509 8.65199 32.69588 0.1254
C 0.46892 18.59176 37.38823 -0.0507
C -0.59306 18.75386 36.30635 -0.2027
O -1.28408 20.00905 36.36973 0.0145
C -2.18670 20.35866 35.42024 -0.3063
O -2.36145 19.83195 34.31998 0.1159
C -3.16910 21.52851 35.94032 -0.5100
F -4.30188 21.03781 36.48087 0.1572
F -2.48338 22.27156 36.86600 0.1261
F -3.50304 22.31284 34.94065 0.1819
H 1.19797 19.40099 37.34661 0.0686
H 0.89744 17.59020 37.42484 0.0573
H 0.02314 18.70784 38.37611 0.0797
H -1.30173 17.92868 36.37685 0.1242
H -0.13991 18.69448 35.31679 0.1092
C 4.77852 18.54484 34.10874 -0.0356
C 5.94482 18.77718 35.07042 -0.1970
O 5.40105 19.10434 36.34130 0.0177
C 5.12709 20.35801 36.70937 -0.3348
O 5.58767 21.33817 36.09341 0.1246
C 4.37442 20.50126 37.99963 -0.5270
F 5.21010 21.16555 38.88437 0.1204
F 3.27530 21.30010 37.92877 0.1460
F 4.06500 19.37028 38.55545 0.2091
H 4.35577 19.45067 33.67416 0.0822
H 3.98638 18.00983 34.63255 0.0736
H 5.16758 17.91946 33.30523 0.0559
H 6.75447 19.41392 34.71389 0.1322
H 6.36198 17.78623 35.24959 0.0838
C 7.86197 14.86028 36.37912 -1.5885
Cl 8.22675 16.25194 37.36532 0.5484
Cl 7.01017 13.53252 37.18562 0.5578
Cl 9.43963 14.35036 35.90378 0.5481
H 7.24991 15.12049 35.51553 -0.0199
```